[1]
The following is a DFT calculation (ωB97M-V with the def2-TZVPD basis set) of a structure of composition C27H35BrMnN4P2 at a distorted geometry.

```
70
Properties=species:S:1:pos:R:3:forces:R:3:lowdin_spin:R:1
Br 2.134043 0.765224 -3.067795 0.54 0.03 -0.62 0.1065
Mn 0.206473 0.227074 -1.838814 1.45 -0.29 0.56 4.2637
P -0.187519 -2.264190 -7.395909 -1.45 -2.12 -0.50 0.0002
P -2.354722 0.561300 -7.344219 -1.65 1.08 -2.40 0.0003
N 0.957701 -3.365106 -8.115936 0.95 0.09 -0.23 0.0000
N -2.141280 1.680722 -8.717702 1.18 0.38 -0.03 0.0000
N -1.418823 -3.534583 -7.027188 -1.04 1.32 0.83 0.0001
N -4.076828 0.915840 -7.191952 -0.37 -0.23 0.99 0.0000
C -2.977166 -5.170930 -6.839643 0.74 0.81 -0.27 0.0000
C -0.495404 -1.874821 -0.724800 1.24 -1.06 -2.17 0.0910
C -2.835563 -0.984517 -1.309939 -0.64 -0.67 0.45 0.0217
C -2.269135 2.864831 -10.649293 -0.08 -0.90 0.94 0.0000
C -1.934936 -1.828167 -0.367796 -0.63 0.62 0.54 0.0236
C -1.263325 3.456528 -9.827029 -0.10 -0.61 0.95 0.0000
C -6.296774 1.235849 -7.505878 1.36 -0.41 -0.07 0.0000
C 1.963818 -4.849972 -9.506606 -0.70 0.79 0.87 0.0000
C -0.117488 1.480026 -0.397902 0.02 1.06 1.33 0.1240
C -1.168257 -1.576146 -8.813565 0.33 0.08 -0.39 0.0000
C 2.309661 -2.977759 -8.260596 -0.47 -0.88 -0.74 0.0000
C -4.596659 1.478627 -6.014364 -0.65 -0.38 -0.87 0.0001
C -2.132770 -4.509497 -7.729395 -0.02 -0.40 0.64 0.0000
C -1.204726 2.719654 -8.647679 -0.67 -0.02 -1.04 0.0000
C -2.018132 -3.435283 -5.766246 0.19 -1.10 -0.51 0.0014
C -1.314947 -0.644126 -3.922915 0.07 0.01 -0.36 0.0197
C -2.770446 1.761311 -9.963330 0.60 0.72 0.06 0.0000
C -2.282384 0.314071 -1.761461 0.55 1.30 -3.12 0.1238
C -2.525266 -0.955158 -8.388139 0.16 -0.51 0.29 0.0000
C -5.960926 1.666517 -6.183071 0.99 -0.11 -0.18 0.0000
C 0.018628 -1.913470 -2.024612 -0.80 -1.53 1.13 0.0756
C 2.934057 -3.864773 -9.122581 -0.82 0.43 0.45 0.0000
C -1.529091 0.503794 -2.949060 -3.11 -0.25 0.95 0.0062
C -2.880112 -4.497694 -5.579718 0.27 0.64 -0.47 0.0001
C -5.127537 0.758192 -8.096011 -0.53 0.27 0.72 0.0000
C 0.780583 -4.544673 -8.849790 0.92 0.35 -0.61 0.0000
C -0.838204 -1.982396 -3.288628 0.23 -0.61 -0.28 0.0226
H -1.715178 -2.642933 -3.135612 0.56 0.29 0.15 0.0026
H -3.749195 -0.770308 -0.729799 0.25 -0.09 -0.31 0.0013
H -3.105221 -1.649717 -7.756076 0.22 -0.05 -0.29 0.0000
H -2.604221 3.217463 -11.613229 0.07 -0.14 0.03 0.0000
H 0.173916 -2.145609 0.092858 0.06 0.39 -0.19 0.0070
H 1.053808 -2.252066 -2.191355 -0.39 0.49 0.42 0.0088
H -3.146597 -1.599507 -2.165961 0.11 0.24 0.18 0.0037
H -2.694639 1.198549 -1.253536 0.76 -0.39 -0.10 0.0033
H -0.140051 -5.100047 -8.819034 0.17 0.17 -0.06 0.0000
H -2.391670 -2.833072 -0.287807 0.46 0.21 -0.19 0.0051
H -0.624055 -0.358304 -4.734499 -0.13 0.07 0.52 0.0005
H -6.637824 2.065284 -5.443266 0.07 0.04 -0.06 0.0000
H -2.282516 -0.809422 -4.426855 0.12 -0.01 0.12 0.0026
H -3.130415 -0.760008 -9.292054 0.36 -0.03 0.53 0.0000
H -0.948162 2.165555 -0.628203 0.53 0.02 0.45 0.0178
H -0.604857 2.818501 -7.756142 0.04 0.12 -0.10 0.0000
H -1.345985 -2.378237 -9.551047 0.12 0.31 0.25 0.0000
H -3.358993 -4.747719 -4.641857 -0.20 0.10 -0.27 0.0000
H -0.652823 4.317730 -10.060902 -0.11 -0.10 0.05 0.0000
H -0.375915 0.807130 0.444350 0.05 0.67 0.12 0.0293
H -1.850436 -2.549596 -5.183046 0.26 -0.50 0.02 0.0009
H 2.104114 -5.668325 -10.195076 0.04 -0.08 0.18 0.0000
H -3.596454 -6.027059 -7.060375 0.05 0.09 -0.10 0.0000
H -3.928295 1.666795 -5.182720 -0.21 0.03 -0.09 0.0002
H -2.005774 -4.652619 -8.797932 0.04 -0.09 0.41 0.0000
H 0.837829 2.005840 -0.242366 -0.47 0.05 0.40 0.0252
H -3.507142 1.034030 -10.271591 0.13 0.29 0.03 0.0000
H -0.510613 -0.828814 -9.286822 -0.33 -0.05 -0.07 0.0000
H -7.267442 1.278679 -7.973194 0.03 -0.09 0.02 0.0000
H 3.958038 -3.820409 -9.460064 -0.03 0.04 0.15 0.0000
H 2.681070 -2.121736 -7.720602 0.02 0.04 -0.08 0.0000
H -2.005599 -1.426638 0.657478 -0.04 0.02 -0.34 0.0010
H -1.341131 1.528222 -3.333038 -0.11 -0.65 0.48 0.0084
H -4.974073 0.287561 -9.064782 -0.17 0.30 0.46 0.0000
H -0.206790 -2.511819 -4.034274 -0.40 0.40 0.46 0.0014
```
Forces are in eV/Å.

Values from the calculation:
<S²>: 8.787
Kohn-Sham gap (alpha / beta) in Eh: 0.25818 / 0.28849
E_tot in eV: -154464.3904
Highest occupied orbital energy (alpha / beta) in eV: -6.8 / -8.4
Multiplicity: 6

[2]
The following is a DFT calculation (ωB97M-V with the def2-TZVPD basis set) of a cluster of 2 separate species, C2H5IP2 in total at a distorted geometry.

```
10
Properties=species:S:1:pos:R:3:forces:R:3:nbo_charge:R:1
I -0.591751 2.826348 -2.342379 0.09 0.15 0.06 0.3038
P -2.134971 0.196127 -0.931384 -0.96 -0.01 -0.11 0.4241
P -0.979191 -1.056324 0.398692 -0.10 1.27 3.41 0.0795
C 1.896128 0.135462 0.840917 0.27 -0.03 -0.56 -0.5103
C -0.948925 1.282996 -1.094147 0.29 0.56 -0.49 -0.7560
H 2.142660 0.748953 1.695285 -0.46 0.26 -0.15 0.1717
H 2.577758 -0.676307 0.663014 0.04 -0.30 -0.08 0.1587
H 1.173785 0.356777 0.045321 0.64 0.34 0.76 0.1686
H -1.116150 -2.051844 -0.396575 0.17 -3.04 -2.84 -0.0385
H -2.019344 -1.762187 1.121255 0.02 0.80 -0.01 -0.0015
```
Forces are in eV/Å.

Values from the calculation:
Energy above the lowest of the compared OMol25 structures with the same formula, charge and spin in kJ/mol: 439.5
Kohn-Sham gap (alpha / beta) in Eh: 0.24858 / 0.29787
E_tot in eV: -28827.1226
Highest occupied orbital energy (alpha / beta) in eV: -8.2 / -8.3

[3]
The following is a DFT calculation (ωB97M-V with the def2-TZVPD basis set) of a cluster of 2 separate species, C7H7NO3 in total at a distorted geometry.

```
18
Properties=species:S:1:pos:R:3:forces:R:3:nbo_charge:R:1
O -1.409760 1.876081 -1.622321 1.10 0.52 -0.22 -0.5192
O 1.461401 0.680905 0.045721 0.30 0.71 -4.20 -0.3654
O 1.096479 -1.249771 -1.761680 1.19 0.04 -0.08 -0.6657
N -2.102105 -1.924558 -0.388191 -2.06 0.58 1.28 -0.6062
C -0.236134 1.693491 -1.379402 1.15 -1.05 -1.52 0.3948
C 0.547444 0.606701 2.023002 0.72 -0.54 0.57 -0.3421
C 1.611173 0.278942 1.234204 1.98 -0.49 4.07 0.1569
C 0.217833 1.179639 -0.114807 -1.37 0.62 2.41 0.0941
C -0.233171 -1.326739 -1.925958 -0.94 -0.34 0.95 -0.1034
C -1.146415 -1.524647 -1.013539 0.53 0.10 -0.20 0.3392
C -0.414283 1.171130 1.137025 2.88 -0.78 -0.62 -0.2008
H 1.406404 -0.488723 -2.265181 0.24 -0.09 0.09 0.4742
H 0.701919 1.730708 -2.171829 -2.16 0.35 1.19 0.0928
H 2.626565 -0.061350 1.590619 -1.38 0.20 -0.88 0.2074
H -2.770206 -1.193897 0.002636 1.30 -0.93 -0.47 0.3740
H -0.690186 -1.231985 -2.857124 -0.26 0.13 -1.89 0.1980
H 0.731225 0.470274 3.102780 -1.22 0.22 -0.64 0.2402
H -1.292777 1.612528 1.434634 -2.00 0.75 0.15 0.2314
```
Forces are in eV/Å.

Values from the calculation:
Energy above the lowest of the compared OMol25 structures with the same formula, charge and spin in kJ/mol: 465.6
SMILES string: O=Cc1ccco1.N=C=CO
Kohn-Sham gap in Eh: 0.30046
E_tot in eV: -15000.7711
Highest occupied orbital energy in eV: -8.3

[4]
The following is a DFT calculation (ωB97M-V with the def2-TZVPD basis set) of the ion C5H11N2S with charge +1 at a distorted geometry.

```
19
Properties=species:S:1:pos:R:3:forces:R:3:nbo_charge:R:1
S 0.750614 3.093612 -1.776584 -1.41 -1.11 0.19 0.0854
N -0.442361 -2.455943 0.856068 0.01 1.30 -4.76 -0.6525
N 0.152353 1.331299 -1.248031 1.60 1.76 -0.46 -0.3743
C -0.421065 -1.014736 0.396892 1.38 0.89 3.80 -0.2057
C -0.907767 0.750991 -1.480414 -0.42 -1.45 0.18 -0.0517
C 1.201062 0.653021 -0.523359 2.98 2.11 0.15 -0.2485
C -0.472238 0.075655 1.478171 0.56 1.56 -3.92 -0.4175
C 0.805292 -0.159786 0.632488 -1.74 -1.82 1.50 -0.2527
H -1.367798 -2.739067 0.544591 0.18 -0.94 -0.39 0.4523
H -0.903607 0.998496 0.985684 -0.39 -1.12 1.49 0.2339
H 1.647674 -0.511912 1.191389 0.38 -0.48 0.12 0.2466
H 0.361143 -2.919429 0.399021 -0.95 -0.25 -0.19 0.4465
H -0.388627 -2.710438 1.765798 0.31 -0.13 4.19 0.4221
H -0.577515 -0.078683 2.518430 0.29 -0.13 0.81 0.2468
H -1.606888 1.139739 -2.110543 -1.89 1.70 -1.63 0.1776
H 1.782244 1.528752 -0.090934 0.07 -1.28 -0.68 0.2321
H -0.555817 3.498200 -1.836697 0.75 -0.07 -0.05 0.1387
H -0.901722 -0.508122 -0.468025 -0.87 -1.63 -1.19 0.2846
H 1.845023 0.028351 -1.233943 -0.84 1.08 0.86 0.2365
```
Forces are in eV/Å.

Values from the calculation:
Energy above the lowest of the compared OMol25 structures with the same formula, charge and spin in kJ/mol: 604.4
Kohn-Sham gap in Eh: 0.30427
E_tot in eV: -19166.6222
Charge: +1
Highest occupied orbital energy in eV: -11.7

Please write out number 3 again, unchanged.
The following is a DFT calculation (ωB97M-V with the def2-TZVPD basis set) of a cluster of 2 separate species, C7H7NO3 in total at a distorted geometry.

```
18
Properties=species:S:1:pos:R:3:forces:R:3:nbo_charge:R:1
O -1.409760 1.876081 -1.622321 1.10 0.52 -0.22 -0.5192
O 1.461401 0.680905 0.045721 0.30 0.71 -4.20 -0.3654
O 1.096479 -1.249771 -1.761680 1.19 0.04 -0.08 -0.6657
N -2.102105 -1.924558 -0.388191 -2.06 0.58 1.28 -0.6062
C -0.236134 1.693491 -1.379402 1.15 -1.05 -1.52 0.3948
C 0.547444 0.606701 2.023002 0.72 -0.54 0.57 -0.3421
C 1.611173 0.278942 1.234204 1.98 -0.49 4.07 0.1569
C 0.217833 1.179639 -0.114807 -1.37 0.62 2.41 0.0941
C -0.233171 -1.326739 -1.925958 -0.94 -0.34 0.95 -0.1034
C -1.146415 -1.524647 -1.013539 0.53 0.10 -0.20 0.3392
C -0.414283 1.171130 1.137025 2.88 -0.78 -0.62 -0.2008
H 1.406404 -0.488723 -2.265181 0.24 -0.09 0.09 0.4742
H 0.701919 1.730708 -2.171829 -2.16 0.35 1.19 0.0928
H 2.626565 -0.061350 1.590619 -1.38 0.20 -0.88 0.2074
H -2.770206 -1.193897 0.002636 1.30 -0.93 -0.47 0.3740
H -0.690186 -1.231985 -2.857124 -0.26 0.13 -1.89 0.1980
H 0.731225 0.470274 3.102780 -1.22 0.22 -0.64 0.2402
H -1.292777 1.612528 1.434634 -2.00 0.75 0.15 0.2314
```
Forces are in eV/Å.

Values from the calculation:
Energy above the lowest of the compared OMol25 structures with the same formula, charge and spin in kJ/mol: 465.6
SMILES string: O=Cc1ccco1.N=C=CO
Kohn-Sham gap in Eh: 0.30046
E_tot in eV: -15000.7711
Highest occupied orbital energy in eV: -8.3